Density functional theory data (ωB97M-V/def2-TZVPD) for a cluster of 2 separate species, C2H7PSi in total.

```
! wB97M-V def2-TZVPD RIJCOSX def2/J DEFGRID3
* xyz 0 1
C 0.3903 0.6161 0.8728
Si 1.2610 -0.5432 -0.2748
H -0.4326 0.8264 0.2501
H 0.0973 -0.0243 1.8245
H 1.0386 1.4701 1.2869
H 2.6994 -0.7246 -0.1542
H 0.9308 0.0587 -1.6741
H 0.5010 -1.8696 -0.1414
C -2.2031 0.1635 -0.4876
P -1.9428 -0.0298 -2.0351
H -2.3400 0.0565 0.5329
*
```

As for the HOMO-LUMO gap: 0.371 Eh. The maximum force comes out at 4.915 eV Å⁻¹.

Density functional theory data (ωB97M-V/def2-TZVPD) for a structure of composition C4H7NO.

```
! wB97M-V def2-TZVPD RIJCOSX def2/J DEFGRID3
* xyz 0 1
C -0.9656 -0.8207 0.4228
C -0.3626 0.1775 -0.7703
C 0.2340 1.3529 -0.0087
O 1.2907 0.6114 0.6508
C 1.4351 -0.4897 -0.1340
N 0.8088 -0.5698 -1.2372
H -0.6855 -1.8895 0.3217
H -2.0333 -0.7569 0.3187
H -0.7183 -0.5772 1.4823
H -1.0925 0.3846 -1.5605
H -0.4493 1.7320 0.7500
H 0.6561 2.1896 -0.5881
H 1.8825 -1.3443 0.3527
*
```

As for the HOMO-LUMO gap: 0.374 Eh. The maximum force comes out at 1.596 eV Å⁻¹.

Density functional theory data (ωB97M-V/def2-TZVPD) for an isolated molecule of C13H20ClNO3S.

```
! wB97M-V def2-TZVPD RIJCOSX def2/J DEFGRID3
* xyz 0 1
C 0.4926 0.0136 -3.5139
C 1.5860 -0.0345 -2.4545
O 1.0345 -0.0371 -1.1447
C 0.3337 1.0434 -0.7267
C 0.6546 2.3685 -1.0163
C -0.0645 3.4235 -0.4720
C 0.2916 4.8414 -0.7839
C -1.1320 3.1306 0.3779
Cl -2.0459 4.4156 1.0799
C -1.4837 1.8214 0.6587
C -0.7549 0.7916 0.1040
S -1.2750 -0.9130 0.3353
O -2.4017 -0.8798 1.2263
O -1.4609 -1.5098 -0.9543
N 0.0263 -1.6110 1.0634
C 0.2814 -1.2167 2.4248
C -0.5201 -1.9904 3.4700
C 0.6461 -2.7635 0.4588
C -0.1464 -4.0560 0.6398
H -0.2607 -0.7343 -3.2757
H 0.9116 -0.1900 -4.4952
H 0.0138 0.9905 -3.5273
H 2.1319 -0.9792 -2.5110
H 2.3013 0.7875 -2.5815
H 1.4832 2.5944 -1.6700
H 0.5257 5.3793 0.1335
H 1.1461 4.8916 -1.4524
H -0.5538 5.3459 -1.2493
H -2.3250 1.5778 1.2880
H 0.0176 -0.1561 2.4856
H 1.3556 -1.3128 2.6159
H -1.5738 -1.9479 3.2095
H -0.3763 -1.5409 4.4496
H -0.2042 -3.0288 3.5162
H 1.6546 -2.8621 0.8707
H 0.7201 -2.5393 -0.6070
H -0.2040 -4.3438 1.6858
H 0.3284 -4.8601 0.0823
H -1.1538 -3.9095 0.2598
*
```

As for the HOMO-LUMO gap: 0.346 Eh. The maximum force comes out at 1.109 eV Å⁻¹.

Density functional theory data (ωB97M-V/def2-TZVPD) for a cluster of 2 separate species, C3H9NO2 in total.

```
! wB97M-V def2-TZVPD RIJCOSX def2/J DEFGRID3
* xyz 0 1
C -1.2892 -1.8975 -0.5144
C -1.4381 -0.9481 0.7490
N -0.5265 0.1852 0.6712
C 0.7266 0.0930 1.2693
O 1.8695 0.0731 0.6314
H -2.0934 -1.8302 -1.3140
H -1.4229 -2.9403 -0.2757
H -0.3971 -1.5318 -1.0285
H -2.3981 -0.7043 0.8620
H -0.9593 -1.3373 1.6430
H -0.6389 0.7127 -0.1617
H 0.6278 -0.4216 2.2904
O 2.6277 3.7643 -1.9936
H 2.8587 3.9628 -1.0035
H 2.4532 2.8200 -1.8250
*
```

As for the HOMO-LUMO gap: 0.392 Eh. The maximum force comes out at 6.065 eV Å⁻¹.

Density functional theory data (ωB97M-V/def2-TZVPD) for a cluster of 3 separate species, C16H30NO10P2 in total.

```
! wB97M-V def2-TZVPD RIJCOSX def2/J DEFGRID3
* xyz -1 1
C 6.3353 -1.5705 -2.2993
C 5.2217 -0.6624 -1.8533
C 5.3449 0.2035 -0.7736
C 4.2811 1.0033 -0.3751
C 3.0710 0.9526 -1.0557
C 2.9304 0.0911 -2.1417
C 1.6097 -0.0079 -2.8774
C 0.7343 -1.1922 -2.4686
N 1.1144 -2.4321 -3.1682
C 0.6920 -1.4269 -0.9417
O 1.6679 -1.9651 -0.3955
O -0.3723 -1.0739 -0.3753
C 4.0044 -0.7006 -2.5375
H 5.8926 -2.5339 -2.5507
H 7.0403 -1.7623 -1.4954
H 6.8300 -1.2172 -3.2009
H 6.2826 0.2391 -0.2344
H 4.3774 1.6837 0.4591
H 2.2265 1.5551 -0.7562
H 1.8479 -0.0540 -3.9411
H 1.0523 0.9148 -2.7286
H -0.2850 -0.9505 -2.7651
H 2.1191 -2.4835 -3.2554
H 0.8431 -3.2083 -2.5798
H 3.9027 -1.3748 -3.3772
C -2.1423 0.9841 -0.9227
O -2.7828 2.2512 -0.5788
P -2.4730 3.4804 -1.4990
O -2.6928 3.3249 -2.9351
O -0.9684 3.8977 -1.1649
C -0.5008 3.8253 0.1854
O -3.3682 4.5889 -0.7893
C -3.3599 5.8950 -1.3654
H -1.9590 0.4431 -0.0082
H -2.8058 0.4121 -1.5670
H -1.1932 1.1458 -1.4250
H 0.0939 2.9200 0.3077
H -1.3222 3.8136 0.9009
H 0.1268 4.6951 0.3730
H -3.0294 5.8714 -2.4042
H -2.6979 6.5411 -0.7875
H -4.3735 6.2881 -1.3258
C -4.3745 -2.5769 1.8995
O -3.4981 -3.2670 2.7993
P -3.1140 -2.5206 4.1396
O -4.2308 -2.0357 4.9510
O -2.1202 -1.3651 3.7219
C -1.1267 -1.6036 2.6920
O -2.2145 -3.6414 4.8136
C -1.6712 -3.3506 6.1021
H -4.1083 -2.8771 0.8893
H -5.4057 -2.8555 2.1111
H -4.2643 -1.4954 1.9867
H -1.4615 -1.1692 1.7551
H -0.9395 -2.6649 2.5440
H -0.2022 -1.1183 2.9913
H -2.2270 -2.5559 6.6004
H -0.6282 -3.0528 5.9932
H -1.7291 -4.2546 6.7043
*
```

As for the HOMO-LUMO gap: 0.279 Eh. The maximum force comes out at 0.714 eV Å⁻¹.

Density functional theory data (ωB97M-V/def2-TZVPD) for a cluster of 30 separate species, H60O30 in total.

```
! wB97M-V def2-TZVPD RIJCOSX def2/J DEFGRID3
* xyz 0 1
O 4.4421 -1.8408 2.1086
H 4.2870 -2.6868 1.6785
H 4.7728 -1.2552 1.4381
O -1.7048 -0.0851 -3.3070
H -2.2124 -0.9068 -3.2213
H -2.3706 0.5662 -3.0337
O -2.4105 0.1429 5.5507
H -2.4516 -0.7315 5.9208
H -1.4544 0.4512 5.5074
O 2.9612 -0.6946 4.4395
H 3.6352 -0.3771 3.7212
H 3.4211 -1.2113 5.0887
O -1.7657 -0.1362 2.6083
H -1.8249 -0.1466 3.5685
H -2.4630 0.3878 2.3358
O -1.0405 -4.8226 -1.5150
H -0.8937 -3.9034 -1.6338
H -0.1406 -5.1707 -1.6248
O -3.9051 2.3770 4.9640
H -3.9903 2.8486 5.8194
H -3.3338 1.6444 5.1644
O 3.9233 1.5470 2.9276
H 3.4095 1.8005 3.7122
H 3.1830 1.5535 2.2714
O -3.4580 0.6017 -0.0783
H -3.3702 1.5082 -0.3464
H -4.0454 0.1490 -0.7010
O -0.1289 -2.0226 -1.7127
H -0.0997 -1.2790 -2.3020
H -0.0855 -1.6548 -0.8309
O 1.3010 3.1065 -1.3494
H 0.4653 3.5894 -1.1530
H 1.0939 2.1595 -1.3739
O -3.7599 2.5432 2.1286
H -3.9307 2.5189 3.1119
H -4.1692 1.7569 1.7597
O -1.4036 4.5519 -0.9974
H -1.9956 5.2813 -1.2749
H -1.3939 4.5559 -0.0306
O 0.9273 3.9221 4.0569
H 0.1853 4.3018 3.5837
H 1.7206 3.9452 3.4383
O 5.3048 0.2679 -0.3477
H 6.0053 0.9683 -0.3454
H 4.3935 0.7071 -0.3081
O -3.6557 -5.0596 -2.4065
H -2.7754 -5.1662 -2.0310
H -4.1734 -5.8068 -2.0732
O 2.0697 -3.4778 -2.5451
H 1.3013 -2.9660 -2.2096
H 1.9596 -3.8450 -3.4203
O -2.9643 -2.6205 -6.4690
H -2.5229 -1.7626 -6.7686
H -3.9046 -2.5884 -6.7688
O -0.3009 0.5515 -0.2821
H -0.8365 0.0818 0.3970
H -0.6849 0.3196 -1.1481
O 1.4894 0.1778 -2.6669
H 2.4223 -0.0707 -2.8067
H 1.3288 0.9387 -3.2210
O -2.8797 2.3236 -2.3408
H -3.2823 3.0690 -2.7405
H -2.1999 2.7106 -1.7880
O -2.9909 -2.4173 -3.5254
H -3.2051 -3.3685 -3.2719
H -2.9747 -2.4192 -4.4922
O 0.0742 1.0480 5.0797
H 0.3028 1.9029 4.6825
H 0.9348 0.5292 5.1011
O 0.6348 -2.0084 1.2326
H 1.4275 -2.5495 1.3327
H 0.2269 -1.6166 2.0407
O 1.6292 2.8113 1.5015
H 1.8794 3.1014 0.6240
H 1.5629 1.8833 1.4052
O 2.5311 0.0640 0.8163
H 1.5146 -0.1434 0.6159
H 2.6509 -0.4272 1.6630
O 3.0852 -2.8495 -0.2182
H 3.3922 -1.9035 -0.4643
H 2.8004 -3.2589 -1.0726
O -0.8113 -0.3750 -6.6746
H 0.0965 -0.5784 -6.8575
H -0.8534 -0.2975 -5.7175
O -1.0694 3.5726 1.6314
H -1.8654 3.0534 1.8314
H -0.2529 3.0263 1.6361
O 4.2553 -1.1830 -2.5101
H 5.0280 -1.1312 -1.8900
H 3.9760 -2.1031 -2.6272
*
```

As for the HOMO-LUMO gap: 0.407 Eh. The maximum force comes out at 3.108 eV Å⁻¹.

Density functional theory data (ωB97M-V/def2-TZVPD) for a structure of composition C18H30BN8P2Ru.

```
! wB97M-V def2-TZVPD RIJCOSX def2/J DEFGRID3
* xyz 2 2
Ru -0.1114 0.1811 -0.0462
C -3.3846 -0.8820 2.9872
C -2.8706 -0.8863 1.6935
N -1.6034 -0.4873 1.7101
N -1.2681 -0.2392 2.9876
C -2.3175 -0.4688 3.7789
B 0.1462 0.1920 3.4103
N 0.4381 1.5877 2.8230
C 0.8614 2.6803 3.4632
C 1.0676 3.6896 2.5238
C 0.7337 3.1033 1.3093
N 0.3585 1.8432 1.5102
N 1.1511 -0.8009 2.7834
C 1.9405 -1.6481 3.4476
C 2.7558 -2.3037 2.5357
C 2.3781 -1.7851 1.3037
N 1.4071 -0.8855 1.4678
H -4.3767 -1.1280 3.3016
H -3.3450 -1.1831 0.7776
H -2.2624 -0.3509 4.8429
H 0.2547 0.1980 4.5816
H 0.9908 2.6988 4.5266
H 1.4029 4.6906 2.6967
H 0.7540 3.5202 0.3194
H 1.8911 -1.7621 4.5113
H 3.4987 -3.0452 2.7359
H 2.7800 -2.0273 0.3388
C -2.1534 -2.5928 -2.2775
P -0.6394 -1.9832 -1.4533
C -0.0427 -3.5394 -0.6970
C 0.4448 -1.7504 -2.9443
C 1.8267 -1.2023 -2.6090
P 1.7360 0.4867 -1.8523
C 1.6038 1.5948 -3.3069
C 3.4662 0.7926 -1.3609
H -1.8801 -3.4280 -2.9228
H -2.6217 -1.8114 -2.8730
H -2.8592 -2.9503 -1.5303
H 0.0979 -4.2931 -1.4715
H -0.8081 -3.8827 -0.0006
H 0.8835 -3.3925 -0.1466
H -0.0794 -1.0597 -3.6138
H 0.5318 -2.7135 -3.4568
H 2.4460 -1.1484 -3.5097
H 2.3270 -1.8670 -1.8989
H 2.3812 1.3310 -4.0234
H 1.7691 2.6215 -2.9798
H 0.6261 1.5360 -3.7822
H 4.1094 0.6731 -2.2329
H 3.7820 0.1104 -0.5744
H 3.5530 1.8140 -0.9909
N -3.5854 2.4601 -1.9359
C -2.5584 3.2606 -2.3360
C -1.4365 2.7472 -1.7543
N -1.7737 1.6531 -1.0099
C -3.0790 1.5059 -1.1407
H -4.5580 2.5835 -2.1846
H -2.6916 4.0995 -2.9907
H -0.4243 3.0963 -1.8045
H -3.6646 0.7473 -0.6560
*
```

As for the HOMO-LUMO gap (alpha / beta): 0.267 / 0.239 Eh. The maximum force comes out at 3.041 eV Å⁻¹.

Density functional theory data (ωB97M-V/def2-TZVPD) for a structure of composition C49H34BiN10Si.

```
! wB97M-V def2-TZVPD RIJCOSX def2/J DEFGRID3
* xyz -1 1
Bi -0.0901 0.5068 -0.1042
C -2.3260 5.9418 -3.5991
C -3.6141 5.3880 -3.3810
C -3.7754 4.1327 -2.8526
C -2.6203 3.3999 -2.5206
C -2.4055 2.1146 -1.9594
N -1.0439 1.8895 -1.8450
C -0.4031 2.9783 -2.2901
N 0.9534 3.1967 -2.3075
C 1.8035 2.2897 -1.9954
C 3.2552 2.5127 -2.1472
C 3.9698 3.6344 -2.5324
C 5.3509 3.5190 -2.5960
C 5.9921 2.3164 -2.2852
C 5.2652 1.1980 -1.9019
C 3.8889 1.3258 -1.8460
C 2.8487 0.3559 -1.4328
N 3.1625 -0.8109 -1.0350
C 2.2281 -1.7161 -0.4578
N 0.7719 -1.4414 -0.6677
C 0.1250 -2.5809 -0.9140
N -1.1608 -2.8669 -0.9254
C -2.0669 -1.8900 -0.9426
N -1.8575 -0.5877 -1.1505
C -3.1268 0.0537 -1.2090
N -3.3700 1.2589 -1.5883
C -4.1455 -0.9445 -0.9443
C -5.5344 -0.8750 -0.8568
C -6.2209 -2.0473 -0.6051
C -5.5548 -3.2764 -0.4600
C -4.1784 -3.3468 -0.5672
C -3.4905 -2.1626 -0.8039
C 1.1109 -3.6363 -1.2067
C 0.9157 -4.9299 -1.6654
C 2.0449 -5.6706 -1.9763
C 3.3210 -5.1167 -1.8373
C 3.5000 -3.8251 -1.3616
C 2.3663 -3.0993 -1.0370
N 1.5988 0.9782 -1.5681
C -1.3422 3.9509 -2.7389
C -1.1924 5.2356 -3.2857
H -2.2439 6.9377 -4.0171
H -4.4875 5.9756 -3.6389
H -4.7589 3.7117 -2.6865
H 3.4584 4.5584 -2.7670
H 5.9468 4.3757 -2.8860
H 7.0726 2.2630 -2.3382
H 5.7413 0.2613 -1.6433
H -6.0454 0.0714 -0.9743
H -7.3005 -2.0229 -0.5169
H -6.1295 -4.1727 -0.2639
H -3.6433 -4.2825 -0.4673
H -0.0854 -5.3217 -1.7863
H 1.9410 -6.6831 -2.3455
H 4.1869 -5.7082 -2.1087
H 4.4838 -3.3904 -1.2470
H -0.2042 5.6487 -3.4430
C 4.6128 -2.4364 2.1910
C 4.8946 -1.0549 2.5621
C 3.9902 -0.0957 2.3235
C 2.7345 -0.3837 1.6541
C 2.4561 -1.7635 1.1164
C 3.5012 -2.7623 1.5340
N 1.8549 0.5553 1.4433
N 2.0873 1.7681 1.9402
C 1.0816 2.6582 1.6892
C 1.1790 3.9392 2.2829
C 0.1973 4.8849 2.1141
C -0.9378 4.6232 1.3405
C -1.0475 3.3948 0.7131
C -0.0442 2.4566 0.8923
H 5.3151 -3.2124 2.4735
H 5.8367 -0.8141 3.0387
H 4.1676 0.9339 2.5946
H 1.4945 -2.1188 1.5082
H 3.3014 -3.8006 1.3004
H 2.0598 4.1373 2.8817
H 0.3085 5.8528 2.5895
H -1.7101 5.3686 1.2074
H -1.9060 3.1881 0.0867
C -1.3091 -2.2893 5.2558
Si -2.4552 -2.1978 3.7840
C -2.7640 -3.9051 3.0923
C -4.0745 -1.3997 4.2632
C -1.6692 -1.1826 2.4825
C -1.1301 -0.5452 1.5983
H -1.7381 -2.9001 6.0541
H -1.1153 -1.2909 5.6522
H -0.3497 -2.7243 4.9690
H -3.2288 -4.5548 3.8387
H -1.8283 -4.3659 2.7690
H -3.4246 -3.8472 2.2249
H -4.5898 -1.9746 5.0367
H -4.7307 -1.3275 3.3934
H -3.9058 -0.3890 4.6397
*
```

As for the HOMO-LUMO gap (alpha / beta): 0.180 / 0.180 Eh. The maximum force comes out at 0.348 eV Å⁻¹.